[1]
Density functional theory data (ωB97M-V/def2-TZVPD) for a structure of composition C25H32Br2N2OS7SiTa.

Calculated values
Energy above the lowest of the compared OMol25 structures with the same formula, charge and spin: 0.0 kJ/mol
Multiplicity: 1
Calculated total energy: -256833.7648 eV
Highest occupied orbital energy: -10.6 eV
Net charge: +1
LUMO: -3.80 eV

Cartesian coordinates (Å):
C -1.431 -1.858 -4.609
S 1.515 0.235 -2.316
H -1.505 3.240 2.141
H -3.054 -3.751 -1.914
C -2.901 -0.583 -2.639
C -3.432 -1.235 1.149
C -2.581 -1.162 -4.951
C -1.475 -3.712 0.958
C 0.282 -1.634 3.780
C 2.530 -1.676 4.617
H -0.855 -2.367 -5.371
C 4.079 0.892 -0.195
S -1.110 1.710 -1.267
H 0.354 4.857 0.363
O -0.109 -0.916 1.526
C -3.318 -0.528 -3.959
N 2.412 -0.298 1.170
H 0.765 4.422 -3.101
H -3.479 -0.096 -1.864
H -1.816 1.558 1.752
H 2.038 5.234 0.629
N -1.333 -1.335 -0.904
H 0.005 2.149 -3.258
Br -1.549 -1.889 4.130
C 3.005 -1.129 3.398
H -4.039 -0.585 0.512
C 3.661 0.106 1.003
C -0.512 2.819 -2.572
C 0.709 -1.163 2.569
H 5.104 -0.972 3.892
H -0.114 -2.463 -3.028
C -1.255 2.442 1.440
Ta 0.323 -0.523 -0.321
C 1.418 3.476 1.653
H -4.092 -4.093 -0.528
C 2.080 -0.880 2.372
C -3.601 -3.292 -1.088
S 2.817 -1.216 -3.039
H 4.710 0.286 -0.848
H -4.114 -1.778 1.807
H 1.159 4.020 2.564
H -2.908 -1.123 -5.981
H -1.403 3.182 -3.087
H -4.227 0.005 -4.209
C -1.737 -1.267 -2.301
C -1.660 2.854 0.031
H -1.268 3.834 -0.221
Br 3.731 -2.061 6.016
H -2.145 -4.282 1.606
H 5.670 0.167 1.775
H -2.747 2.904 -0.033
S 3.259 -2.219 -1.311
H 0.840 -2.303 5.750
H 4.679 1.745 0.127
C 4.658 -0.154 1.979
C 4.348 -0.774 3.144
H -0.657 -3.338 1.570
C 1.342 4.412 0.454
Si -2.461 -2.406 0.080
C -1.008 -1.914 -3.289
H -1.065 -4.405 0.219
H -4.375 -2.652 -1.510
H 2.441 3.113 1.783
S 1.347 -2.693 -0.727
H -0.204 4.793 -1.706
C 1.201 -1.911 4.810
S 0.456 1.943 1.650
C 0.372 3.998 -2.177
H 3.227 1.246 -0.761
S 1.788 3.615 -1.114
H -2.784 -0.622 1.775

Forces on the atoms, in the same order (eV/Å):
0.0 0.0 0.0
0.0 0.0 0.0
0.0 0.0 0.0
0.0 0.0 0.0
0.0 0.0 0.0
0.0 0.0 0.0
0.0 0.0 0.0
0.1 0.0 0.0
-0.1 0.0 0.1
-0.1 0.0 0.0
0.0 0.0 0.0
0.0 0.0 0.0
-0.1 -0.1 -0.1
0.0 0.0 0.0
0.0 -0.1 0.1
0.0 0.0 0.0
-0.1 -0.1 0.0
0.0 0.0 0.0
0.0 0.0 0.0
0.0 0.0 0.0
0.0 0.0 0.0
-0.1 -0.1 -0.1
0.0 0.0 0.0
0.1 0.0 0.0
0.0 0.0 0.0
0.0 0.0 0.0
0.0 0.0 0.0
0.0 0.0 0.0
0.0 0.0 -0.2
0.0 0.0 0.0
0.0 0.0 0.0
0.0 0.0 0.0
0.3 0.4 0.1
0.0 0.0 0.0
0.0 0.0 0.0
0.0 0.0 -0.1
0.0 0.0 -0.1
0.0 -0.1 0.1
0.0 0.0 0.0
0.0 0.0 0.0
0.0 0.0 0.0
0.0 0.0 0.0
0.0 0.0 0.0
0.0 0.0 0.0
0.0 0.0 0.1
0.0 0.0 0.0
0.0 0.0 0.0
0.0 0.0 0.0
0.0 0.0 0.0
0.0 0.0 0.0
0.0 0.0 0.0
0.0 0.0 -0.1
0.0 0.0 0.0
0.0 0.0 0.0
0.0 0.0 0.0
0.0 0.0 0.1
0.0 0.0 0.0
0.0 0.0 0.0
0.0 0.0 0.0
0.0 0.0 0.0
0.0 0.0 0.0
0.0 0.0 0.0
0.0 0.0 0.0
0.0 -0.1 0.0
0.0 0.0 0.0
0.0 0.0 -0.1
0.0 -0.1 0.0
0.0 0.0 0.0
0.0 0.0 0.0
0.0 0.0 0.0
0.0 0.0 0.0


[2]
Density functional theory data (ωB97M-V/def2-TZVPD) for a structure of composition C25H32Br57FNO.

Calculated values
Multiplicity: 1
Calculated total energy: -4025108.3517 eV
Highest occupied orbital energy: -11.1 eV
Net charge: +1
LUMO: -2.52 eV

Cartesian coordinates (Å):
C 0.539 9.491 1.309
Br -3.119 -5.854 3.448
C -0.676 6.031 -8.446
Br 2.332 7.618 -5.910
H 3.964 9.427 -5.377
C 7.721 -6.400 7.004
H 5.349 2.055 1.810
Br 8.757 -5.633 5.576
O -2.872 -0.769 -0.113
H 6.422 -2.347 6.037
C 0.726 -2.524 3.549
Br -5.846 2.984 -0.398
C -6.934 2.552 1.133
H 2.071 -1.360 -5.249
H -0.385 2.882 -1.157
Br 3.469 -11.433 7.935
Br -2.880 -6.667 -0.548
Br -2.720 -6.164 6.590
H -1.565 -1.784 1.017
Br -3.575 0.473 -4.485
C -1.831 0.512 -1.949
Br -1.348 -1.434 -7.846
H -0.514 6.185 -1.211
Br 3.847 6.489 5.984
Br -2.794 6.537 -2.103
C 3.618 2.619 -4.469
H -2.705 3.182 -1.027
C 2.902 7.768 4.908
Br 1.121 -4.092 2.509
Br -6.509 1.590 -4.116
H -4.794 2.188 -5.790
Br 5.660 -0.351 7.281
Br -2.561 -12.173 4.876
Br -7.047 -1.429 -6.507
Br 1.886 -2.149 -2.898
Br 3.495 -14.604 8.049
C 3.400 8.739 -4.765
C -4.738 1.992 -4.728
Br 1.553 9.827 -0.287
Br 2.905 -3.675 -5.465
H -1.323 -2.046 -0.711
Br 1.890 2.277 -3.687
Br 5.075 2.258 -3.273
Br 3.645 4.416 -5.136
Br -0.477 4.598 -3.124
Br -1.753 7.063 -7.234
H 4.287 -12.949 9.708
C -7.992 -1.964 -4.921
Br 3.943 8.323 3.386
Br -1.189 8.740 0.891
Br 1.506 -0.942 2.772
C -1.847 -6.041 4.882
Br 1.187 7.096 4.353
Br 2.909 1.807 1.471
H -1.243 -5.147 4.894
Br 2.302 9.801 -3.592
C -0.891 6.254 -2.222
H -7.168 3.480 1.633
H -3.868 0.567 -1.234
Br 4.007 -2.439 5.538
Br 0.162 1.028 -6.526
H -3.445 -0.886 -2.104
C 3.413 -12.979 9.075
Br -5.962 1.450 2.376
Br 5.976 -6.931 6.396
C -1.576 -1.300 0.046
H 0.121 0.831 -1.487
C -0.843 2.245 -0.413
Br 4.553 4.102 2.948
Br 0.178 -12.888 6.335
Br 5.607 -3.426 8.103
Br 4.678 1.090 3.984
Br -1.741 4.844 -9.517
H -2.695 -4.225 -0.174
C -2.262 2.713 -0.151
Br 4.650 7.649 -3.792
Br 4.415 -1.052 -4.486
H 2.726 8.643 5.516
H -0.937 -10.708 6.021
F -2.150 3.707 0.821
H -0.187 6.724 -9.116
H -1.368 -0.157 -2.660
H 0.062 0.311 -8.890
Br -6.899 -3.147 -3.863
H -8.175 -1.076 -4.334
H -0.646 0.293 1.115
C -0.694 0.352 -8.120
C 4.510 2.247 2.463
Br 0.021 7.691 -3.096
C 2.725 -1.958 -4.630
H 1.081 8.750 1.881
H 3.721 1.939 -5.303
Br 1.868 -12.949 10.221
Br -8.590 1.739 0.603
C -0.807 -11.557 5.365
Br -4.284 -4.266 -2.074
H 0.428 -0.584 0.066
H 7.579 -5.625 7.742
Br 0.384 11.058 2.408
Br -4.031 3.577 -3.893
H -2.902 1.929 0.252
C -3.078 -0.165 -1.371
Br 8.648 -7.849 7.859
N -0.749 0.849 -0.952
Br -2.067 1.540 -8.751
Br 0.174 -10.936 3.828
Br -9.692 -2.750 -5.333
C 5.554 -2.166 6.655
C -0.578 -0.177 0.142
Br 0.708 5.078 -7.502
C -2.740 -4.825 -1.072
H 1.162 -2.660 4.529
Br -1.119 -4.507 -2.070
H -2.095 1.404 -2.509
Br -0.663 -7.524 4.575
H -0.281 2.343 0.511
Br -1.171 -2.297 3.788

Forces on the atoms, in the same order (eV/Å):
0.0 0.0 0.0
0.0 0.0 0.0
-0.1 0.0 0.0
0.1 0.2 -0.1
0.0 0.0 0.0
0.0 0.0 0.0
0.0 0.0 -0.1
0.0 0.0 0.0
0.1 0.1 0.1
0.0 0.0 0.0
0.0 0.0 -0.1
0.0 0.1 -0.1
0.0 -0.1 0.0
0.0 0.1 0.0
0.1 0.2 -0.1
0.1 0.1 0.0
0.0 0.1 0.0
0.0 0.0 0.0
0.0 -0.3 0.0
-0.2 0.0 -0.7
0.2 -0.2 -0.2
0.0 0.0 0.0
0.0 0.0 0.0
0.0 0.0 0.0
0.0 0.0 0.0
0.3 0.1 -0.2
-0.1 -0.1 -0.1
0.0 0.0 -0.1
-0.1 0.0 0.0
-0.1 0.1 0.1
0.0 0.0 0.0
0.0 0.0 0.0
0.0 0.0 0.0
0.0 0.0 -0.1
-0.1 0.1 0.1
0.0 0.0 0.0
0.0 -0.1 0.0
-0.1 0.0 -0.1
0.0 0.0 0.1
0.0 0.0 0.0
0.0 0.1 -0.2
0.0 -0.4 0.2
-0.1 0.2 0.1
0.0 -0.1 0.0
-0.1 0.1 -0.1
0.0 0.0 0.0
0.0 0.0 0.0
0.1 -0.1 -0.1
0.0 0.0 0.0
0.1 0.0 0.0
0.1 -0.2 0.2
0.0 0.0 0.0
-0.1 0.0 0.0
-0.1 0.2 -0.3
0.0 0.1 0.0
0.3 0.4 -0.3
-0.1 0.1 -0.1
0.0 0.0 0.0
-0.2 0.1 0.1
0.0 0.0 -0.1
0.0 0.0 0.0
0.1 -0.2 0.1
-0.1 0.0 0.0
0.0 0.0 0.0
0.0 0.0 0.0
-0.3 0.0 0.2
-0.1 0.0 0.0
-0.1 0.3 -0.2
-0.1 0.0 0.0
0.0 0.0 0.0
0.0 0.1 0.0
0.0 0.1 0.0
0.0 0.3 -0.1
0.0 0.0 0.0
0.1 0.3 0.6
0.1 0.2 0.1
-0.2 0.0 0.0
0.0 0.0 0.0
0.0 0.0 0.0
0.0 -0.1 -0.2
0.0 0.0 0.0
0.3 -0.2 -0.2
0.0 0.0 0.0
-0.1 0.0 0.0
0.0 0.0 0.0
-0.2 0.4 0.0
-0.1 -0.1 -0.1
0.1 0.0 0.2
-0.3 -0.3 0.2
0.1 -0.1 -0.1
0.0 0.0 0.0
0.0 0.0 0.0
0.0 0.0 0.0
0.0 0.0 0.0
0.0 0.0 0.1
0.1 0.1 0.1
0.1 0.1 -0.1
0.0 0.0 0.0
0.0 0.0 0.0
0.0 -0.1 0.1
-0.1 -0.1 0.0
-0.2 0.2 0.2
0.0 0.0 0.0
0.1 0.2 0.3
0.0 -0.3 0.2
0.1 0.0 0.0
0.0 0.0 0.0
0.1 0.0 0.0
0.4 -0.5 -0.1
0.0 -0.1 0.0
0.0 -0.2 -0.1
0.0 0.0 0.0
0.0 0.0 0.0
0.2 0.2 0.2
-0.1 0.0 0.0
0.1 -0.3 0.1
0.0 0.0 0.1


[3]
Density functional theory data (ωB97M-V/def2-TZVPD) for a structure of composition C25H32BrClN2OS.

Calculated values
Multiplicity: 1
Calculated total energy: -124872.1714 eV
Highest occupied orbital energy: -8.6 eV
Net charge: 0
LUMO: -0.52 eV

Cartesian coordinates (Å):
C -2.641 4.050 -0.071
C 4.000 0.468 -0.107
H 5.692 -0.886 -0.303
N 0.731 4.057 1.490
C -1.964 3.234 1.057
C 3.928 -3.921 0.754
H -2.393 0.883 -1.660
S 2.306 4.309 1.450
C -3.635 -2.311 1.250
C -2.664 -0.254 2.272
C -2.844 -0.590 -0.241
H -4.502 -4.062 0.357
H 4.161 -4.866 1.233
H -3.814 -2.684 2.248
H -3.137 -1.037 -2.314
C -0.811 2.406 0.540
H 4.180 -1.539 -0.946
O 4.837 -2.956 1.240
C -3.852 -2.633 -1.098
H 3.264 -1.605 1.350
H 1.637 -3.746 -1.773
C 1.559 1.188 -0.537
Cl -5.230 3.335 -0.660
C 4.620 -0.942 -0.151
H -4.368 5.404 -0.014
H -3.026 1.493 -0.180
H -1.596 -0.274 2.468
H -1.539 3.958 1.745
H 2.891 -3.677 0.992
H -2.604 3.465 -0.980
H -2.683 2.660 1.625
C -3.262 -1.395 -1.303
H -2.077 4.961 -0.242
H 4.033 -4.050 -0.324
H 0.994 -2.657 -2.985
H -4.146 -3.222 -1.954
C 4.347 -1.646 1.182
C 2.851 0.674 -1.129
H -4.311 4.225 1.307
C -0.900 1.258 -0.216
C 1.663 2.360 0.271
H 2.734 -0.240 -1.685
C -3.044 -1.066 1.059
C -2.308 0.792 -0.577
C 0.316 0.640 -0.740
H 4.804 -1.046 1.965
Br 0.021 -2.951 0.249
C 0.476 2.947 0.808
H -2.999 0.764 2.123
H 0.752 -0.421 -2.507
H 3.173 1.420 -1.857
C 0.236 -0.634 -1.573
H 2.621 -2.386 -2.305
H -0.785 -0.874 -1.840
C -4.044 -3.103 0.187
H 4.785 1.183 -0.322
H -3.220 -0.630 3.123
C -4.091 4.397 0.261
N 2.760 3.043 0.554
C 1.610 -2.713 -2.092
H 1.825 -1.430 -0.387
C 1.016 -1.824 -0.983
H 3.667 0.697 0.899

Forces on the atoms, in the same order (eV/Å):
-0.2 -0.4 0.5
0.2 -0.3 -0.6
0.2 -0.1 -0.1
-0.3 0.5 0.4
0.3 0.4 -0.4
0.2 -0.1 -0.1
-0.1 0.1 -0.2
0.1 -0.4 -0.3
-0.2 -0.2 -0.2
-0.5 -0.2 -0.4
0.1 -0.4 -0.2
-0.1 -0.2 0.1
0.1 -0.1 0.0
0.1 0.1 0.2
0.0 0.1 -0.2
-0.3 -0.1 0.1
0.1 -0.1 -0.2
-0.2 -0.1 0.4
0.1 0.0 -0.2
-0.1 -0.2 0.2
0.2 -0.2 0.0
0.2 -0.3 0.1
0.0 0.0 0.2
-0.4 0.1 0.6
0.0 0.2 0.0
-0.1 0.3 0.1
0.1 0.1 0.1
0.0 0.0 0.3
-0.1 0.1 0.0
-0.1 0.1 -0.3
-0.2 -0.3 -0.1
0.0 0.0 0.3
0.1 0.1 0.0
-0.1 0.0 -0.2
0.0 0.0 -0.2
-0.1 -0.1 -0.1
0.0 0.6 -0.6
0.2 0.4 0.2
-0.1 0.1 0.2
0.0 0.4 0.6
-0.9 -0.2 -0.3
-0.2 -0.1 -0.2
0.2 0.1 0.2
0.3 -0.5 -0.3
-0.2 -0.3 0.1
0.2 -0.2 0.3
-0.4 0.2 0.2
0.5 -0.2 -0.3
0.2 0.3 0.1
0.0 0.0 -0.3
0.0 0.1 -0.1
0.4 0.4 0.3
0.2 0.1 -0.3
-0.1 -0.3 0.1
0.2 0.4 -0.1
0.0 0.2 0.0
0.2 -0.1 0.3
0.0 -0.3 -0.5
0.5 0.4 0.2
-0.5 0.2 0.5
0.0 -0.1 0.3
0.1 -0.1 -0.7
-0.1 0.0 0.2